A) Density functional theory data (ωB97M-V/def2-TZVPD) for a gas-phase ion, C4H7N2S (charge +1).

```
14
Properties=species:S:1:pos:R:3:lowdin_charge:R:1
C 2.116 1.157 0.068 -0.060
C 0.836 1.589 0.259 -0.164
C 1.141 -0.690 -0.879 0.199
C -2.485 -0.460 0.105 -0.314
N 2.204 -0.102 -0.479 0.013
N -0.157 0.745 -0.018 -0.371
S -1.647 1.012 -0.539 0.987
H 3.004 1.696 0.332 0.130
H 0.615 2.564 0.669 0.142
H 0.991 -1.736 -1.063 0.103
H -1.965 -0.815 0.989 0.050
H -2.507 -1.226 -0.667 0.044
H -3.503 -0.169 0.354 0.047
H 3.135 -0.526 -0.524 0.193
```

Computed properties:
Charge ... +1

B) Density functional theory data (ωB97M-V/def2-TZVPD) for a gas-phase ion, C4H7N2S (charge +1).

```
14
Properties=species:S:1:pos:R:3:lowdin_charge:R:1
C 1.696 0.837 -0.282 -0.464
C -1.096 0.792 0.091 -0.568
C 2.868 0.371 -0.134 -0.022
C -0.217 -1.408 0.134 0.090
N -1.183 -0.528 -0.131 0.028
N -2.080 1.691 -0.179 0.062
S 0.419 1.738 0.138 1.127
H 3.539 0.311 0.700 0.085
H 3.573 -0.118 -0.786 0.085
H -0.160 -2.369 -0.420 0.121
H 0.502 -1.219 0.816 0.043
H -2.040 -0.681 -0.652 0.183
H -1.920 2.618 -0.600 0.123
H -2.920 1.544 0.338 0.108
```

Computed properties:
Charge ... +1

Order of stability, best first: A), B)

A) Density functional theory data (ωB97M-V/def2-TZVPD) for 2 unconnected molecules or ions with the total composition CH5NO.

```
8
Properties=species:S:1:pos:R:3:lowdin_charge:R:1
N 1.396 -0.841 1.468 -0.002
H 0.715 -0.133 1.717 -0.004
H 1.118 -1.704 1.938 0.010
H 1.151 -1.040 0.495 -0.003
O -2.239 0.645 -1.116 0.018
C -1.120 0.928 -1.389 -0.168
H -0.731 1.014 -2.426 0.080
H -0.289 1.131 -0.687 0.070
```

Computed properties:
Charge ... 0
SMILES ... C=O.N

B) Density functional theory data (ωB97M-V/def2-TZVPD) for 2 unconnected molecules or ions with the total composition CH5NO.

```
8
Properties=species:S:1:pos:R:3:lowdin_charge:R:1
C -0.688 -0.864 -0.807 -0.170
N -1.298 0.227 -0.864 0.027
H -1.195 -1.812 -1.012 0.055
H 0.338 -1.074 -0.509 0.048
H -0.749 1.049 -0.631 0.020
H 1.564 0.579 1.890 0.049
H 1.106 1.379 0.766 0.044
O 0.922 0.517 1.167 -0.072
```

Computed properties:
Charge ... 0
SMILES ... C=N.O

Order of stability, best first: A), B)

A) Density functional theory data (ωB97M-V/def2-TZVPD) for 4 unconnected molecules or ions with the total composition H6IO3.

```
10
Properties=species:S:1:pos:R:3:lowdin_charge:R:1
I -1.166 1.158 0.392 -0.316
O -0.113 1.835 -3.078 -0.119
H -0.652 1.693 -2.299 -0.127
H -0.032 2.786 -3.144 0.011
O -0.655 -2.297 -0.460 -0.125
H 0.175 -2.532 -0.044 0.011
H -0.824 -1.401 -0.168 -0.163
O 1.378 -0.622 2.774 -0.100
H 0.766 -0.035 2.331 -0.087
H 1.122 -0.584 3.696 0.015
```

Computed properties:
Charge ... -1

B) Density functional theory data (ωB97M-V/def2-TZVPD) for 4 unconnected molecules or ions with the total composition H6IO3.

```
10
Properties=species:S:1:pos:R:3:lowdin_charge:R:1
I 0.970 -0.432 -0.402 -0.380
O 2.562 -3.581 0.826 -0.070
H 2.213 -2.860 0.404 -0.170
H 2.282 -3.709 1.715 0.010
O -0.911 2.291 -2.135 -0.045
H -0.766 1.440 -1.847 -0.130
H -1.757 2.296 -2.487 -0.017
O -1.479 1.551 1.664 -0.013
H -0.934 1.151 1.157 -0.209
H -2.180 1.852 1.103 0.025
```

Computed properties:
Charge ... -1

Order of stability, best first: A), B)

A) Density functional theory data (ωB97M-V/def2-TZVPD) for 2 unconnected molecules or ions with the total composition C4H10N3O.

```
18
Properties=species:S:1:pos:R:3:lowdin_charge:R:1
C 4.235 0.630 -0.172 -0.025
C -1.701 -0.271 0.192 -0.129
C -0.201 -2.097 -0.092 -0.065
C -2.900 1.853 -0.016 0.013
N 3.164 0.242 0.233 -0.211
N 2.098 -0.066 0.478 0.193
N -0.569 -0.818 0.325 0.011
O -1.808 0.997 0.429 -0.019
H 5.123 0.504 0.472 0.104
H 4.171 1.123 -1.206 0.130
H -2.385 -0.986 -0.242 0.182
H -0.282 -2.294 -1.202 0.128
H 0.895 -2.190 0.071 0.088
H -0.737 -2.820 0.580 0.126
H -2.377 2.730 -0.685 0.161
H -3.299 2.344 0.866 0.092
H -3.596 1.270 -0.662 0.107
H 0.167 -0.153 0.630 0.115
```

Computed properties:
Charge ... +1

B) Density functional theory data (ωB97M-V/def2-TZVPD) for 2 unconnected molecules or ions with the total composition C4H10N3O.

```
18
Properties=species:S:1:pos:R:3:lowdin_charge:R:1
C 0.920 -0.124 0.619 -0.175
C -1.503 0.250 0.071 -0.298
C -2.160 -1.026 -0.489 -0.011
C -2.595 1.307 0.258 -0.023
N -0.326 0.293 0.483 0.163
N 4.416 -0.230 -0.109 0.110
N 1.784 -0.248 -0.383 0.116
O 3.476 0.497 0.223 0.006
H 1.217 -0.697 1.607 0.187
H -2.999 -1.279 0.221 0.114
H -2.862 -0.759 -1.352 0.115
H -1.545 -1.869 -0.645 0.063
H -3.484 1.092 -0.389 0.091
H -3.029 1.180 1.360 0.146
H -2.329 2.356 0.286 0.076
H 4.848 0.074 -0.924 0.131
H 4.603 -0.999 0.405 0.109
H 1.568 0.183 -1.240 0.080
```

Computed properties:
Charge ... +1

Order of stability, best first: A), B)